A molecular structure, C21H21BFMgN6OS, computed with the ωB97M-V functional and the def2-TZVPD basis.

Results
**Energy relative to the best compared isomer or geometry (same formula, charge and spin)**: 13.5 kJ/mol
**Highest occupied orbital energy**: -5.11 eV
**Total charge**: -1
**Maximum force**: 0.0022 Eh/bohr

Element x y z (Å)
Mg  -0.424  0.735  -0.694
C  -3.124  4.084  -0.005
C  -2.476  4.908  0.915
C  -1.286  4.496  1.458
C  -0.739  3.250  1.095
N  -1.366  2.471  0.200
C  -2.524  2.888  -0.329
N  0.448  2.912  1.706
C  0.898  1.693  1.756
N  0.415  0.542  1.222
C  1.147  -0.518  1.742
N  0.948  -1.774  1.648
C  -0.226  -2.287  1.084
C  -0.122  -3.325  0.151
C  -1.274  -3.872  -0.367
C  -2.505  -3.403  0.080
C  -2.503  -2.399  1.027
N  -1.399  -1.842  1.527
C  2.277  0.027  2.542
C  3.309  -0.589  3.224
C  4.194  0.227  3.920
C  4.029  1.613  3.942
C  2.975  2.219  3.267
C  2.114  1.398  2.564
H  -4.061  4.365  -0.464
H  -2.905  5.862  1.197
H  -0.739  5.095  2.173
H  -2.972  2.213  -1.048
H  0.862  -3.647  -0.162
H  -1.226  -4.647  -1.122
H  -3.434  -3.780  -0.324
H  -3.441  -1.998  1.400
H  3.412  -1.666  3.209
H  5.023  -0.216  4.459
H  4.732  2.221  4.498
H  2.822  3.290  3.283
F  0.388  1.749  -2.045
C  1.153  -2.478  -3.410
S  0.765  -0.796  -2.939
C  2.348  -0.048  -3.294
O  0.704  -0.881  -1.429
H  1.363  -2.514  -4.479
H  0.262  -3.064  -3.192
H  2.003  -2.831  -2.825
H  2.532  -0.092  -4.368
H  3.122  -0.575  -2.737
H  2.239  0.982  -2.957
B  -3.155  -2.036  -3.185
C  -2.604  -0.943  -2.182
N  -2.168  -0.138  -1.475
H  -2.243  -2.828  -3.367
H  -4.109  -2.585  -2.674
H  -3.458  -1.469  -4.215

Cartesian forces (eV/Å) of the 6 atoms listed first:
0.07 0.04 -0.01
-0.01 0.00 -0.01
0.00 0.00 0.00
0.00 0.01 0.01
0.01 -0.01 0.00
-0.05 0.07 0.01

---

A molecular structure, C21H21ClF6N4O6S2Tb at a distorted geometry, computed with the ωB97M-V functional and the def2-TZVPD basis.

Results
**Energy relative to the best compared isomer or geometry (same formula, charge and spin)**: 251.5 kJ/mol
**<S²>**: 12.064
**Multiplicity**: 7
**Highest occupied orbital energy (alpha / beta)**: -4.15 / -4.17 eV
**Total charge**: -1
**Maximum force**: 0.0525 Eh/bohr

Element x y z (Å)
Tb  0.368  0.186  -0.565
C  -0.394  4.302  -2.563
C  -0.412  3.262  -1.442
O  -0.105  2.059  -1.756
C  -0.746  3.731  -0.183
C  -0.761  2.987  1.025
C  -1.119  3.698  2.308
N  -0.489  1.706  1.037
N  -0.578  1.085  2.282
C  -0.364  -0.205  2.247
O  -0.128  -0.908  1.193
C  -0.454  -0.940  3.533
C  -0.757  -0.319  4.741
C  -0.860  -1.063  5.902
C  -0.656  -2.433  5.874
C  -0.340  -3.059  4.680
C  -0.238  -2.316  3.521
H  -0.043  3.840  -3.481
H  0.266  5.128  -2.304
H  -1.390  4.709  -2.728
H  -0.988  4.783  -0.099
H  -1.342  4.750  2.143
H  -0.289  3.596  3.004
H  -1.975  3.201  2.760
H  -0.916  0.746  4.743
H  -1.101  -0.575  6.837
H  -0.747  -3.015  6.782
H  -0.173  -4.128  4.659
H  0.000  -2.781  2.576
F  4.265  -2.600  0.296
C  3.212  -1.973  0.831
F  2.926  -2.591  1.973
F  2.181  -2.150  -0.006
S  3.529  -0.125  1.064
O  2.220  0.462  1.011
O  4.266  -0.031  2.276
N  4.392  0.253  -0.202
S  3.579  0.759  -1.451
O  2.304  0.108  -1.610
O  4.397  0.860  -2.609
C  3.171  2.554  -1.014
F  2.112  2.671  -0.210
F  2.925  3.278  -2.104
F  4.216  3.115  -0.394
N  -2.436  0.292  -0.651
H  -2.741  -0.358  0.067
H  -2.963  0.118  -1.499
H  -2.611  1.239  -0.328
Cl  -3.457  -3.720  -6.587
C  -2.558  -3.147  -5.203
C  -3.205  -2.950  -3.994
C  -2.483  -2.546  -2.893
C  -1.090  -2.311  -2.946
C  -0.304  -1.995  -1.779
C  -0.486  -2.504  -4.209
C  -1.194  -2.917  -5.314
H  -4.269  -3.137  -3.919
H  -3.004  -2.430  -1.951
H  0.714  -2.373  -1.927
H  -0.756  -2.441  -0.881
H  0.579  -2.344  -4.304
H  -0.699  -3.091  -6.260

Cartesian forces (eV/Å) of the 6 atoms listed first:
-2.16 -0.32 -1.58
0.06 -0.41 0.07
-0.17 0.46 -0.10
-0.07 0.28 0.15
0.04 0.10 -0.29
-0.09 -0.56 0.28